16
Properties=species:S:1:pos:R:3:forces:R:3 method="wB97M-V/def2-TZVPD" lumo_energy_ha=0.0143 smiles="CSCSC(=O)SC" e_above_lowest_kcal_mol=39.7 total_charge=0 orbital_gap_ha=0.329 homo_energy_ev=-8.6 mol_weight_da=168.3 spin_multiplicity=1
C -2.176 1.522 -0.799 0.46 0.51 -0.43
S -2.888 0.079 0.006 -2.81 0.65 -2.42
C -1.621 -0.598 0.862 0.73 -2.71 3.17
S -0.279 -1.252 -0.242 -0.46 -1.09 0.80
C 1.012 -0.189 0.253 -1.64 3.08 -0.19
O 0.702 0.859 0.835 1.13 -1.63 0.09
S 2.539 -0.396 -0.563 1.33 0.04 0.69
C 3.359 1.008 0.345 0.44 -0.91 2.75
H -2.029 2.111 0.102 0.09 1.19 -0.77
H -2.766 1.937 -1.652 -0.50 -0.18 1.45
H -1.232 1.447 -1.354 0.26 -0.88 0.70
H -2.218 -1.439 1.506 1.75 1.33 -1.82
H -1.208 -0.003 1.693 0.28 0.03 -0.78
H 2.558 1.771 0.237 1.33 0.04 0.30
H 4.441 1.249 0.054 -1.96 -0.37 -0.20
H 3.446 0.685 1.550 -0.43 0.91 -3.34


25
Properties=species:S:1:pos:R:3:forces:R:3 method="wB97M-V/def2-TZVPD" lumo_energy_ha=0.0193 smiles="COC(=O)N[C@H]1C(C)(C)C1(O)O" e_above_lowest_kcal_mol=33.1 total_charge=0 orbital_gap_ha=0.341 homo_energy_ev=-8.8 mol_weight_da=175.2 spin_multiplicity=1
C 4.302 -1.139 0.044 -1.12 0.34 1.30
O 2.865 -1.073 -0.211 1.73 -1.84 -2.14
C 2.039 -0.503 0.625 -1.57 1.50 0.28
O 2.312 0.079 1.635 0.96 0.33 1.33
N 0.770 -0.509 0.123 -0.09 0.07 -0.44
C -0.440 -0.025 0.730 0.55 -1.73 -0.92
C -1.523 0.500 -0.161 -1.93 -0.24 0.02
C -1.215 0.538 -1.613 1.51 -3.29 -1.03
C -2.694 1.418 0.286 3.59 1.28 2.19
C -1.614 -0.908 0.364 -0.33 -0.50 0.78
O -2.506 -1.291 1.382 -0.20 1.14 -0.43
O -1.393 -2.017 -0.445 0.70 -0.21 -0.38
H 4.482 -1.815 0.884 0.10 -0.38 -0.53
H 4.529 -0.192 0.441 0.61 1.39 0.52
H 4.948 -1.270 -0.828 -0.95 -0.52 -0.12
H 0.559 -1.182 -0.583 0.35 -0.40 -0.37
H -0.370 0.283 1.722 0.17 0.48 1.48
H -0.619 -0.412 -1.952 -0.98 1.46 0.86
H -0.521 1.252 -1.992 -0.23 1.37 -0.11
H -2.120 0.345 -2.148 -0.69 0.86 -0.80
H -3.488 1.378 -0.396 -1.41 -0.48 -0.53
H -2.279 2.448 0.216 -0.41 -0.31 -0.04
H -2.894 1.305 1.398 -0.33 -0.24 -1.60
H -2.185 -2.157 1.628 0.00 -0.36 0.32
H -1.988 -2.060 -1.207 -0.03 0.28 0.34


63
Properties=species:S:1:pos:R:3:forces:R:3 method="wB97M-V/def2-TZVPD" lumo_energy_ha=0.0140 smiles=Cc1ccccc1-c1ncc(CN2CCN(C3CCCCC3)[C@H](CCO)C2)cn1 e_above_lowest_kcal_mol=20.8 total_charge=0 orbital_gap_ha=0.305 homo_energy_ev=-7.9 mol_weight_da=394.6 spin_multiplicity=1
C -2.560 -0.658 -2.400 -0.03 -0.12 -0.21
C -3.514 -0.330 -1.296 0.05 0.09 0.09
C -4.711 -1.032 -1.211 -0.08 -0.04 0.01
C -5.635 -0.783 -0.213 -0.02 0.00 0.02
C -5.371 0.186 0.740 -0.08 -0.03 0.02
C -4.187 0.890 0.681 0.01 0.01 -0.06
C -3.251 0.651 -0.328 -0.55 -0.26 0.07
C -2.008 1.426 -0.283 0.51 0.42 0.13
N -1.728 2.039 0.869 -0.29 -0.10 0.17
C -0.558 2.632 0.982 0.29 0.09 -0.32
C 0.390 2.644 -0.041 -0.26 -0.06 0.01
C 1.795 3.139 0.161 0.12 -0.04 0.02
N 2.753 2.101 0.488 -0.13 0.05 0.03
C 2.537 1.447 1.768 0.14 0.06 0.27
C 3.040 0.000 1.728 -0.03 0.25 0.05
N 2.432 -0.808 0.691 0.01 0.17 0.14
C 1.282 -1.609 1.087 -0.21 -0.03 -0.22
C -0.056 -0.866 1.241 0.20 -0.09 0.34
C -1.140 -1.795 1.778 -0.14 0.09 -0.27
C -1.321 -3.006 0.870 0.09 -0.12 0.33
C 0.006 -3.739 0.701 -0.15 0.10 -0.32
C 1.067 -2.795 0.142 0.06 -0.11 0.42
C 2.419 -0.163 -0.615 0.04 -0.09 -0.49
C 3.115 -1.042 -1.684 0.17 0.04 0.38
C 4.458 -1.615 -1.225 -0.39 -0.39 -0.28
O 5.522 -0.690 -1.246 0.45 0.40 -0.09
C 3.148 1.196 -0.569 0.14 -0.16 0.09
C -0.057 2.088 -1.237 0.21 0.28 0.36
N -1.225 1.490 -1.360 -0.30 -0.07 -0.20
H -2.478 0.182 -3.086 0.10 -0.07 -0.07
H -2.900 -1.534 -2.949 -0.06 -0.08 0.00
H -1.563 -0.847 -2.009 0.09 -0.04 -0.08
H -4.921 -1.795 -1.948 0.02 -0.06 -0.07
H -6.556 -1.346 -0.179 -0.07 -0.05 0.00
H -6.085 0.389 1.525 -0.05 0.03 0.06
H -3.957 1.645 1.417 -0.02 0.01 0.05
H -0.370 3.127 1.928 0.14 0.05 0.05
H 1.811 3.862 0.984 -0.04 0.07 -0.12
H 2.148 3.641 -0.745 -0.04 0.08 0.09
H 1.473 1.452 2.042 0.10 -0.04 0.02
H 3.082 2.005 2.543 -0.11 -0.09 0.09
H 4.123 0.010 1.566 0.02 0.03 0.17
H 2.852 -0.469 2.695 0.07 0.01 -0.02
H 1.547 -2.022 2.069 -0.04 -0.02 -0.04
H 0.054 -0.023 1.924 0.02 0.04 -0.07
H -0.372 -0.479 0.272 0.03 0.09 -0.10
H -0.862 -2.132 2.780 -0.03 -0.01 0.09
H -2.080 -1.244 1.856 -0.01 0.00 0.10
H -2.070 -3.678 1.293 -0.07 0.00 -0.07
H -1.684 -2.675 -0.105 -0.07 0.01 -0.10
H -0.120 -4.589 0.027 0.03 -0.07 0.06
H 0.335 -4.125 1.669 0.03 -0.08 0.05
H 0.728 -2.432 -0.830 0.02 0.05 -0.14
H 2.011 -3.324 0.005 0.06 0.02 -0.09
H 1.383 0.005 -0.947 0.11 -0.03 0.06
H 2.471 -1.879 -1.948 -0.04 -0.01 -0.07
H 3.262 -0.442 -2.587 -0.01 -0.04 -0.15
H 4.370 -1.941 -0.187 -0.03 -0.07 -0.11
H 4.711 -2.484 -1.849 -0.06 0.04 0.13
H 5.637 -0.372 -2.148 0.01 -0.04 0.09
H 3.008 1.702 -1.526 0.07 -0.05 -0.04
H 4.218 1.000 -0.448 -0.15 -0.01 -0.24
H 0.546 2.126 -2.138 0.16 0.05 -0.02


18
Properties=species:S:1:pos:R:3:forces:R:3 method="wB97M-V/def2-TZVPD" lumo_energy_ha=0.0128 e_above_lowest_kcal_mol=167.6 total_charge=0 orbital_gap_ha=0.342 homo_energy_ev=-8.9 mol_weight_da=127.1 spin_multiplicity=1
C -0.999 -0.264 -0.115 -3.82 1.62 -2.15
C -0.280 -0.518 1.080 6.70 0.88 2.70
C 1.027 -0.519 -0.135 -5.42 1.77 1.24
C -0.213 -1.164 -0.989 1.68 -0.56 -2.94
C 0.963 1.002 -0.495 0.90 2.02 -1.29
C -0.534 1.208 -0.674 1.11 0.02 2.46
H -2.594 0.070 0.806 -0.52 -0.72 -0.77
H 0.138 0.540 1.629 -1.85 -4.23 -0.06
H -0.209 -1.573 1.599 -0.72 2.42 -0.99
H 2.422 -1.658 0.785 -0.59 3.87 -3.30
H -0.601 -2.203 -0.915 0.98 0.35 0.46
H -0.131 -0.938 -2.126 -0.40 -0.15 1.76
H 1.998 1.513 -1.016 -3.36 -1.71 1.07
H 0.019 1.798 1.363 0.37 0.66 -2.13
H -1.064 1.963 -1.225 -0.55 -0.89 -1.08
N 0.203 1.997 0.324 0.79 -0.71 0.98
O -2.432 -0.499 0.020 1.14 1.27 0.32
O 2.288 -0.756 0.082 3.54 -5.91 3.72


81
Properties=species:S:1:pos:R:3:forces:R:3 method="wB97M-V/def2-TZVPD" lumo_energy_ha="-0.2763 / -0.2891" e_above_lowest_kcal_mol=208.4 total_charge=+2 orbital_gap_ha="0.201 / 0.188" homo_energy_ev="-13.0 / -13.0" mol_weight_da=1062.3 spin_multiplicity=2
W -0.365 -0.586 -0.223 -1.03 -1.54 -1.36
O -0.574 2.657 0.838 -0.58 2.05 -0.46
Cl -0.127 1.559 1.554 0.13 0.88 -0.55
O 0.023 1.742 2.901 0.09 0.48 1.95
O 1.036 1.012 0.916 1.34 -0.69 -0.75
O -1.104 0.463 1.297 -2.35 -0.26 1.60
N -1.492 -2.812 -3.699 0.36 -0.35 0.23
C -1.479 -1.644 -2.895 -0.25 0.53 0.78
N -0.571 -1.910 -1.806 0.19 -0.76 -0.32
C -0.252 -3.261 -1.902 -0.22 0.63 0.03
C 0.449 -4.092 -1.035 0.28 -0.47 0.14
C 0.657 -5.406 -1.413 0.09 0.60 0.43
C 0.168 -5.915 -2.619 -0.46 0.18 -0.57
C -0.597 -5.132 -3.461 0.17 -0.60 -0.02
C -0.805 -3.809 -3.092 -0.07 0.71 0.09
H -1.976 -2.879 -4.575 -0.13 -0.07 -0.20
H -1.184 -0.760 -3.483 -0.01 -0.02 0.14
H 0.830 -3.756 -0.084 -0.10 0.02 -0.04
H 1.205 -6.052 -0.747 0.09 -0.13 0.06
H 0.378 -6.941 -2.878 -0.07 -0.09 -0.06
H -1.029 -5.532 -4.364 0.01 -0.04 -0.12
Br -1.877 -2.301 0.846 -0.02 0.38 -0.05
C 1.825 -1.949 1.175 -1.87 1.36 -0.28
C 2.936 -2.756 1.261 0.83 -0.50 -0.58
C 3.755 -2.968 0.155 -0.89 0.69 0.41
C 3.476 -2.235 -1.005 0.12 0.04 0.06
C 2.370 -1.439 -1.065 -1.19 0.31 0.53
N 1.422 -1.351 -0.031 4.73 -2.14 -0.20
H 3.167 -3.223 2.206 -0.04 -0.01 0.15
H 4.609 -3.617 0.214 0.18 -0.17 0.01
H 4.143 -2.273 -1.850 0.06 0.06 -0.15
H 2.167 -0.790 -1.913 -0.03 -0.41 0.06
Te 0.655 -1.410 2.884 1.42 -1.57 1.20
C 2.064 -2.173 4.265 0.02 0.70 -0.42
C 1.873 -3.240 5.098 -0.20 0.14 -0.38
C 2.957 -3.445 5.970 0.24 -0.02 0.15
C 3.950 -2.532 5.799 -0.08 0.15 -0.17
S 3.585 -1.387 4.585 -0.55 -0.32 -0.01
H 0.990 -3.853 5.080 -0.18 -0.12 -0.01
H 2.997 -4.242 6.688 0.04 -0.15 0.19
H 4.878 -2.465 6.329 0.26 -0.01 0.16
C -4.091 -3.002 -2.023 0.18 0.59 -0.21
Si -3.369 -1.256 -2.220 -0.68 0.11 -0.38
C -3.908 -0.243 -3.746 0.02 -0.64 0.52
C -3.802 -0.141 -0.710 0.62 -0.20 -0.33
Ge -0.722 1.238 -1.709 0.16 1.29 -1.38
Si -1.785 3.471 -2.023 -1.17 0.80 0.21
C -3.212 3.582 -0.755 0.67 -0.18 -0.29
C -0.373 4.709 -1.694 -0.24 -0.85 -0.05
C -2.544 3.811 -3.745 0.59 -0.34 0.49
Si 0.695 1.247 -3.748 1.26 -0.33 -1.13
C 1.394 -0.482 -4.272 -0.38 0.45 0.43
C 2.193 2.390 -3.426 -0.72 -0.32 0.23
C -0.239 1.872 -5.293 0.06 -0.06 0.82
H -5.114 -2.954 -1.661 -0.16 0.13 0.08
H -3.535 -3.615 -1.316 0.15 0.08 0.07
H -4.120 -3.536 -2.968 0.01 -0.03 -0.19
H -4.991 -0.236 -3.804 -0.30 0.10 -0.03
H -3.546 -0.632 -4.692 0.08 -0.14 -0.18
H -3.580 0.794 -3.669 0.09 0.07 0.13
H -4.520 -0.684 -0.098 0.03 -0.20 0.11
H -4.306 0.756 -1.065 0.05 0.11 -0.19
H -2.993 0.178 -0.035 -0.51 -0.08 -0.29
H -3.074 2.940 0.108 0.06 -0.11 0.12
H -4.175 3.351 -1.199 -0.08 -0.10 -0.22
H -3.275 4.597 -0.378 0.04 0.31 0.03
H 0.216 4.423 -0.828 0.12 0.00 0.13
H -0.770 5.701 -1.501 -0.29 0.10 0.00
H 0.290 4.784 -2.551 0.06 0.00 -0.14
H -3.034 2.966 -4.212 -0.13 -0.23 -0.01
H -1.800 4.178 -4.441 0.19 0.06 -0.12
H -3.286 4.597 -3.646 -0.16 0.15 0.26
H 1.092 -1.324 -3.653 -0.02 -0.08 0.03
H 2.479 -0.445 -4.274 0.25 0.05 0.06
H 1.097 -0.707 -5.292 -0.15 0.05 -0.19
H 2.766 2.083 -2.554 0.05 -0.06 0.14
H 1.874 3.415 -3.267 -0.04 0.17 0.08
H 2.871 2.400 -4.274 -0.02 -0.17 -0.27
H -1.260 1.515 -5.368 -0.24 -0.09 0.00
H 0.285 1.554 -6.188 0.27 -0.21 -0.06
H -0.263 2.953 -5.315 -0.05 0.26 0.04